[1]
{
  "formula": "C31H36BN6OPPmS3Sb",
  "method": "ωB97M-V/def2-TZVPD",
  "total_energy_ev": -109289.2914,
  "spin_multiplicity": 6,
  "charge": -1,
  "homo_ev": [-3.22, -4.26],
  "gap_ev": [5.517, 6.549],
  "elements": ["Pm", "B", "N", "C", "C", "C", "N", "N", "C", "C", "C", "N", "H", "H", "H", "H", "H", "H", "H", "H", "S", "Sb", "S", "S", "O", "C", "C", "C", "C", "C", "C", "C", "P", "C", "C", "C", "C", "C", "C", "C", "C", "C", "C", "C", "C", "H", "H", "H", "H", "H", "H", "H", "H", "H", "H", "H", "H", "H", "H", "C", "C", "N", "C", "C", "C", "C", "N", "H", "H", "H", "H", "H", "H", "H", "H", "H", "H", "H", "H", "H", "H"],
  "xyz": [[1.37421, 1.46076, 1.06007], [-0.06229, 3.56904, 3.51110], [1.45178, 3.52548, 3.78293], [2.16719, 4.07243, 4.77059], [3.50003, 3.77639, 4.56006], [3.50070, 3.02031, 3.39174], [2.25701, 2.87478, 2.94213], [-0.59215, 2.11437, 3.67934], [-1.39850, 1.65836, 4.63611], [-1.71335, 0.33970, 4.36268], [-1.02871, 0.07222, 3.18350], [-0.35080, 1.14889, 2.78046], [-0.25669, 3.89193, 2.36727], [-0.58510, 4.26425, 4.32153], [1.70495, 4.63592, 5.55615], [4.34477, 4.06333, 5.15235], [4.33445, 2.58115, 2.86984], [-1.69754, 2.28901, 5.44933], [-2.33321, -0.33214, 4.92328], [-0.99808, -0.84148, 2.61781], [4.26110, 2.90751, -2.71004], [3.87860, 2.66763, -0.48090], [1.76460, 3.75482, -0.26257], [2.99849, -0.03206, -0.65392], [3.18971, 0.51083, 1.89110], [2.97930, -0.45055, 1.07833], [2.70844, -1.80540, 1.39323], [3.39965, -2.50750, 2.40693], [3.34029, -3.87497, 2.45437], [2.57742, -4.59796, 1.52195], [1.75802, -3.91892, 0.63691], [1.77632, -2.53377, 0.58466], [0.50216, -1.53423, -0.23574], [-1.06895, -2.24168, 0.44508], [-1.18046, -3.08701, 1.54443], [-2.42706, -3.44121, 2.03782], [-3.58027, -2.94979, 1.44971], [-3.48562, -2.09961, 0.35783], [-2.24234, -1.74108, -0.12498], [0.45480, -2.32641, -1.90520], [-0.61844, -3.07903, -2.37620], [-0.59283, -3.63511, -3.64410], [0.50392, -3.46200, -4.46924], [1.58489, -2.73143, -4.00406], [1.56027, -2.17128, -2.74025], [4.02685, -1.95825, 3.09619], [3.91410, -4.40970, 3.20071], [2.60205, -5.67920, 1.52636], [1.09365, -4.46040, -0.02660], [-0.28874, -3.46648, 2.02428], [-2.49986, -4.09794, 2.89417], [-4.55013, -3.22558, 1.84228], [-4.38289, -1.72421, -0.11639], [-2.15329, -1.06275, -0.96670], [-1.49145, -3.23207, -1.75815], [-1.44737, -4.20468, -3.98734], [0.51618, -3.89899, -5.45955], [2.44695, -2.58162, -4.63687], [2.40907, -1.59676, -2.40193], [-3.87128, 1.08278, -2.51190], [-3.03066, 2.27839, -2.05589], [-1.68841, 2.25987, -2.60086], [-1.49239, 2.92037, -3.88061], [-1.75630, 2.04108, -5.10836], [-0.62912, 1.75617, -1.90833], [0.64900, 1.56421, -2.65701], [-0.63582, 1.40633, -0.66436], [-4.76112, 0.99920, -1.89347], [-3.29869, 0.16400, -2.41922], [-4.18089, 1.19143, -3.54741], [-2.98164, 2.28720, -0.96388], [-3.51911, 3.20892, -2.35800], [-0.47323, 3.30747, -3.92222], [-2.16555, 3.78382, -3.91584], [-1.27584, 1.07135, -5.00978], [-1.35681, 2.53339, -5.99209], [-2.81952, 1.87437, -5.26463], [1.24868, 2.47746, -2.64222], [0.49145, 1.25748, -3.68392], [1.22719, 0.79281, -2.14736], [-1.53574, 1.53601, -0.19650]],
  "forces_ev_per_angstrom": [[-1.9, 0.6, -0.2], [0.2, -0.3, -0.2], [-0.1, 0.3, 0.2], [0.2, 0.1, 0.1], [0.0, 0.0, 0.0], [0.0, -0.1, 0.0], [0.3, -0.2, -0.1], [-0.3, 0.3, 0.3], [-0.1, -0.2, 0.0], [0.0, -0.1, 0.0], [0.0, -0.2, 0.0], [-0.4, -0.2, 0.1], [0.0, 0.1, -0.1], [-0.2, 0.2, 0.3], [-0.2, 0.1, 0.1], [0.1, 0.1, 0.1], [-0.1, -0.1, -0.1], [0.0, 0.2, 0.1], [-0.1, -0.1, 0.1], [0.0, 0.0, -0.1], [0.1, 0.0, 0.1], [0.8, 0.4, -1.1], [0.2, 0.1, -0.1], [0.8, 0.6, 0.1], [1.3, 0.3, 1.7], [0.0, -0.4, -1.5], [-0.4, -1.1, 0.0], [-0.1, 0.5, -0.1], [-0.2, -0.5, -0.2], [0.1, -0.1, 0.3], [0.2, 0.1, -0.1], [0.4, 0.1, 0.4], [-0.4, -0.7, 0.1], [0.2, 0.1, 0.0], [0.1, 0.0, -0.1], [-0.1, 0.0, 0.1], [-0.1, -0.1, 0.1], [-0.1, 0.0, 0.0], [0.1, 0.1, 0.0], [0.0, 0.1, 0.0], [0.0, 0.1, 0.1], [-0.1, -0.1, -0.1], [0.0, -0.1, 0.0], [0.0, 0.0, -0.1], [0.1, 0.1, -0.1], [0.0, 0.1, 0.0], [0.0, 0.0, 0.0], [-0.1, 0.0, 0.0], [-0.1, -0.1, 0.0], [0.0, 0.0, 0.0], [0.0, 0.0, 0.0], [0.0, 0.0, 0.0], [0.0, 0.1, 0.0], [-0.1, 0.0, 0.0], [0.0, -0.1, -0.1], [0.0, 0.0, 0.0], [0.0, 0.0, 0.0], [0.1, 0.0, 0.0], [0.0, -0.1, 0.0], [0.1, 0.2, 0.1], [0.0, -0.2, 0.2], [-0.3, 0.2, 0.0], [0.1, -0.1, -0.4], [0.0, 0.1, 0.2], [0.2, -0.1, 0.2], [0.2, 0.0, 0.0], [-0.6, 0.0, 0.3], [-0.2, 0.0, 0.0], [0.0, -0.1, 0.0], [0.0, 0.0, -0.1], [0.0, 0.1, -0.1], [0.1, 0.0, 0.1], [-0.1, 0.0, 0.0], [0.1, 0.0, 0.1], [0.1, -0.1, 0.0], [0.0, 0.0, -0.1], [-0.1, 0.0, 0.0], [0.0, 0.0, 0.0], [-0.1, 0.0, -0.2], [-0.1, 0.2, -0.1], [0.2, 0.1, -0.2]],
  "mulliken_charge": [0.52, 0.38, -0.13, -0.17, -1.29, -0.18, 0.42, -0.41, -0.20, -1.36, -0.11, 0.45, -0.14, -0.19, 0.44, 0.39, 0.44, 0.46, 0.42, 0.45, -0.66, 0.36, -0.52, -0.45, -0.59, 0.02, 0.50, -0.87, -0.51, -0.74, -0.47, 0.42, 1.71, 0.57, -0.91, -0.56, -0.74, -0.61, -1.17, 0.81, -0.46, -0.67, -0.60, -0.79, -0.61, 0.49, 0.37, 0.40, 0.46, 0.34, 0.40, 0.37, 0.43, 0.40, 0.40, 0.42, 0.38, 0.46, 0.43, -0.90, -0.75, 0.43, -0.94, -1.10, 0.88, -0.82, 0.22, 0.38, 0.18, 0.35, 0.37, 0.40, 0.42, 0.46, 0.24, 0.38, 0.35, 0.37, 0.38, -0.53, -0.20]
}

***

[2]
{
  "formula": "C3H8OSn",
  "method": "ωB97M-V/def2-TZVPD",
  "total_energy_ev": -11116.2261,
  "homo_ev": -7.29,
  "gap_ev": 7.873,
  "elements": ["C", "O", "C", "C", "H", "H", "H", "H", "H", "H", "H", "H", "Sn"],
  "xyz": [[0.88433, -1.73659, 0.11798], [0.51110, -0.39233, 0.30748], [-0.75460, 0.03524, -0.28876], [-0.93297, 1.49224, 0.06267], [1.83281, -1.88820, 0.64675], [0.10854, -2.40427, 0.52496], [1.03234, -1.94719, -0.95294], [-1.52792, -0.62345, 0.14082], [-0.67981, -0.17464, -1.36867], [1.44783, 2.39702, -0.19888], [-1.88061, 1.61358, 0.60728], [-1.01166, 2.26568, -0.71295], [0.97063, 1.36290, 1.11425]],
  "forces_ev_per_angstrom": [[0.3, -0.5, -0.1], [-1.0, -2.3, -1.8], [-1.1, -0.5, -1.4], [-1.6, 0.0, 0.6], [-0.3, 0.0, -0.1], [0.2, 0.2, -0.1], [-0.1, 0.1, 0.3], [0.2, 0.2, -0.1], [0.0, 0.0, 0.3], [0.7, -0.1, -0.6], [0.4, -0.2, 0.3], [0.6, -0.8, -0.2], [1.5, 3.9, 2.9]],
  "mulliken_charge": [-0.58, -0.12, -0.24, -1.05, 0.23, 0.28, 0.28, 0.31, 0.29, -0.12, 0.29, 0.35, 0.10]
}

***

[3]
{
  "formula": "C18H13F3HgN7O4",
  "method": "ωB97M-V/def2-TZVPD",
  "de_lowest_ev": 0.000,
  "total_energy_ev": -49822.3679,
  "spin_multiplicity": 2,
  "charge": -2,
  "homo_ev": [-0.05, -0.70],
  "gap_ev": [5.165, 5.814],
  "elements": ["Hg", "N", "C", "C", "N", "C", "C", "N", "C", "C", "N", "H", "H", "H", "H", "H", "H", "N", "C", "O", "C", "C", "N", "C", "N", "H", "H", "O", "C", "C", "C", "C", "C", "C", "C", "O", "O", "H", "H", "H", "H", "H", "F", "C", "F", "F"],
  "xyz": [[-0.04435, -0.20466, -0.24986], [-2.28703, 0.55327, 3.62310], [-2.03809, 1.96276, 3.54242], [-0.61859, 2.42047, 3.36658], [-0.92518, 1.09208, 1.81037], [-1.77933, 0.08593, 2.34077], [-2.21190, -0.97284, 1.63087], [-1.83426, -1.24084, 0.32959], [-2.44296, -2.42602, 0.00777], [-3.17665, -2.89907, 1.03389], [-3.11948, -1.95159, 2.08853], [-3.28118, 0.35456, 3.70678], [-2.74857, 2.62857, 4.01816], [-0.25679, 3.33898, 3.80937], [-2.31602, -2.83636, -0.97873], [-3.79871, -3.77140, 1.12104], [-2.98164, -2.29488, 3.03065], [2.52567, -1.49689, 3.26462], [1.55662, -0.70134, 2.63619], [1.11003, -1.11376, 1.53166], [1.11634, 0.45580, 3.31693], [1.72530, 0.83198, 4.50560], [2.23634, 1.16190, 5.49443], [0.15421, 1.33391, 2.77257], [-1.56178, 2.36807, 2.21394], [2.98742, -2.12836, 2.62209], [3.15279, -0.99559, 3.87698], [4.73307, -2.76045, -3.39193], [4.68883, -2.15480, -2.19152], [5.86462, -2.02661, -1.44869], [5.85896, -1.38319, -0.22569], [4.68145, -0.85474, 0.27660], [3.51237, -0.99650, -0.44808], [3.48499, -1.65002, -1.66778], [2.18212, -1.83815, -2.42798], [2.27077, -2.36518, -3.56829], [1.10081, -1.50303, -1.90254], [3.75517, -2.70460, -3.70797], [6.77944, -2.43339, -1.85807], [6.78148, -1.28560, 0.33589], [4.67005, -0.33355, 1.22522], [2.58651, -0.59596, -0.06096], [0.33127, 2.94238, -0.50945], [0.63915, 1.79651, -1.21144], [1.99119, 1.94399, -1.43039], [0.10711, 2.06933, -2.45726]],
  "forces_ev_per_angstrom": [[0.1, 1.7, -1.3], [0.0, -0.5, 0.1], [0.3, 0.0, 0.3], [0.2, 0.1, 0.5], [0.4, -0.7, 0.6], [-0.5, -0.2, 0.0], [0.3, 0.6, 0.2], [-0.3, -0.3, 0.3], [0.0, -0.2, 0.0], [-0.2, -0.5, -0.3], [0.1, 0.3, 0.1], [0.0, 0.2, -0.2], [0.0, 0.0, -0.1], [0.1, 0.1, -0.1], [0.0, -0.2, 0.0], [-0.1, 0.0, -0.1], [0.1, 0.1, -0.2], [0.0, 0.0, -0.2], [0.1, -0.4, 0.0], [0.3, -0.1, 0.7], [-0.2, -0.5, -1.0], [0.4, 0.2, 0.9], [0.0, 0.0, 0.0], [0.0, 0.6, 0.0], [-0.9, 1.0, -0.6], [-0.1, 0.2, 0.0], [0.0, -0.1, 0.0], [-0.2, 0.0, 0.0], [0.0, 0.0, 0.0], [0.1, -0.1, -0.1], [0.1, 0.0, 0.0], [0.0, 0.1, 0.2], [-0.2, 0.1, 0.0], [-0.1, -0.1, -0.2], [-0.2, 0.1, 0.2], [0.3, -0.2, -0.4], [0.2, -0.1, 0.0], [0.1, 0.0, 0.1], [0.1, 0.0, -0.1], [0.0, 0.0, 0.0], [0.0, 0.0, 0.0], [0.1, -0.1, 0.0], [-0.2, -0.5, 0.2], [0.2, 0.2, -0.1], [0.0, -0.4, 0.1], [-0.2, -0.4, 0.1]],
  "mulliken_charge": [1.93, -0.57, 0.02, -0.11, 0.41, 0.20, -0.07, -0.19, -0.49, -0.77, -0.39, 0.34, 0.35, 0.48, 0.44, 0.42, 0.27, -0.58, 0.67, -0.74, 0.10, -0.59, -0.74, 0.06, -0.99, 0.34, 0.25, -0.73, 0.16, -0.75, -0.30, -1.01, 0.20, 0.37, 0.57, -0.85, -0.53, 0.43, 0.38, 0.34, 0.45, 0.27, -0.27, -0.15, -0.30, -0.30]
}

***

[4]
{
  "formula": "C4H5FO2",
  "method": "ωB97M-V/def2-TZVPD",
  "de_lowest_ev": 1.584,
  "total_energy_ev": -11039.9020,
  "smiles": "O=CO/C=C\\CF",
  "homo_ev": -9.85,
  "gap_ev": 10.720,
  "elements": ["O", "C", "O", "C", "C", "C", "F", "H", "H", "H", "H", "H"],
  "xyz": [[-2.31601, 1.34387, -1.16469], [-1.11726, 1.46781, -0.95978], [-0.23730, 0.57381, -0.40543], [-0.63778, -0.70600, -0.03864], [0.27679, -1.49732, 0.43618], [1.66382, -1.25823, 1.02208], [1.95247, 0.11084, 0.86392], [-0.59730, 2.39990, -1.18987], [-1.67381, -1.03133, -0.34107], [-0.20511, -2.41043, 0.79603], [1.69984, -1.40174, 2.08692], [2.51729, -1.93304, 0.67472]],
  "forces_ev_per_angstrom": [[2.4, -0.5, 0.6], [-1.8, -0.4, 0.1], [-1.3, 1.0, -0.7], [-1.1, 1.3, -1.8], [0.7, -2.2, 2.4], [0.2, 0.6, -0.9], [0.7, -0.8, -0.1], [0.3, -0.1, 0.0], [1.3, 0.6, 0.6], [0.5, -0.3, -0.4], [-0.6, -0.3, 0.6], [-1.2, 1.1, -0.4]],
  "mulliken_charge": [-0.49, 0.12, -0.20, -0.02, -0.35, -0.18, -0.29, 0.38, 0.31, 0.24, 0.23, 0.24]
}

***

[5]
{
  "formula": "C14H23IrO5S5",
  "method": "ωB97M-V/def2-TZVPD",
  "de_lowest_ev": 0.198,
  "total_energy_ev": -82126.4895,
  "charge": 2,
  "homo_ev": -13.18,
  "gap_ev": 6.473,
  "elements": ["Ir", "C", "C", "O", "C", "C", "O", "C", "C", "O", "C", "C", "O", "C", "C", "O", "H", "H", "H", "H", "H", "H", "H", "H", "H", "H", "H", "H", "H", "H", "H", "H", "H", "H", "H", "H", "C", "S", "C", "C", "S", "S", "C", "S", "S", "H", "H", "H"],
  "xyz": [[0.09736, 0.21239, -0.08853], [-2.09349, -2.00321, -0.67857], [-1.58505, -3.15436, 0.20992], [-0.64726, -2.60406, 1.11360], [0.63249, -3.20628, 1.16794], [1.48207, -2.24431, 1.94001], [1.57473, -0.99716, 1.20602], [2.57128, -0.12694, 1.75837], [2.86019, 0.93527, 0.73464], [1.61932, 1.55481, 0.29707], [1.05728, 2.64531, 1.09435], [0.07317, 2.17760, 2.17248], [-0.65977, 1.02009, 1.69928], [-2.10302, 1.00313, 1.60292], [-2.47280, -0.39585, 1.15199], [-1.79235, -0.70349, -0.10178], [-3.17115, -2.03929, -0.83581], [-1.58026, -1.99355, -1.63674], [-1.12707, -3.91345, -0.42679], [-2.39878, -3.62445, 0.76378], [1.03804, -3.36363, 0.16280], [0.60540, -4.16432, 1.69544], [2.49248, -2.63955, 2.05371], [1.05148, -2.04750, 2.92433], [3.48674, -0.69148, 1.94757], [2.21915, 0.28679, 2.70815], [3.28112, 0.50489, -0.17161], [3.52109, 1.70858, 1.12365], [0.56806, 3.28692, 0.36576], [1.87549, 3.19831, 1.55510], [-0.61172, 2.99606, 2.39755], [0.57037, 1.87276, 3.09085], [-2.42701, 1.77853, 0.90420], [-2.54432, 1.18630, 2.58358], [-3.54879, -0.45180, 0.97776], [-2.17036, -1.12724, 1.89944], [-2.24540, 1.09512, -2.34881], [-0.76655, 1.74121, -1.53850], [0.38511, 1.63912, -2.85501], [1.08362, 0.50772, -3.03765], [1.02923, -0.83666, -1.92616], [2.05568, 0.44133, -4.46995], [1.61399, 2.03253, -5.10495], [2.17294, 2.61218, -6.49024], [0.50835, 2.90985, -4.04960], [-3.06914, 1.09122, -1.63941], [-2.04741, 0.10190, -2.74253], [-2.46454, 1.78867, -3.15961]],
  "forces_ev_per_angstrom": [[0.2, -0.1, 0.0], [0.1, -0.1, 0.0], [0.0, 0.1, 0.0], [0.0, -0.1, 0.0], [-0.1, 0.1, 0.0], [0.0, 0.0, 0.0], [-0.1, 0.1, -0.1], [0.0, 0.0, 0.0], [0.0, 0.0, 0.0], [-0.1, 0.0, 0.0], [0.0, 0.0, 0.1], [0.0, 0.1, -0.1], [0.0, 0.0, 0.0], [0.0, 0.0, 0.0], [0.0, 0.0, 0.0], [0.0, 0.1, 0.1], [0.0, 0.0, 0.0], [0.0, 0.0, 0.0], [0.0, 0.0, 0.0], [0.0, 0.0, 0.0], [0.0, 0.0, 0.0], [0.0, 0.0, 0.0], [0.0, 0.0, 0.0], [0.0, 0.0, 0.0], [0.0, 0.0, 0.0], [0.0, 0.0, 0.0], [0.0, 0.0, 0.0], [0.0, 0.0, 0.0], [0.0, 0.0, 0.0], [0.0, 0.0, 0.0], [0.0, 0.0, 0.0], [0.0, 0.0, 0.0], [0.0, 0.0, 0.0], [0.0, 0.0, 0.0], [0.0, 0.0, 0.0], [0.0, 0.0, 0.0], [0.0, 0.0, 0.0], [0.0, 0.0, 0.0], [0.0, 0.1, -0.1], [0.0, 0.0, 0.0], [0.0, -0.1, 0.1], [0.0, 0.0, 0.0], [-0.1, 0.0, 0.0], [0.0, 0.0, 0.0], [0.0, 0.0, 0.0], [0.0, 0.0, 0.0], [0.0, 0.0, 0.0], [0.0, 0.0, 0.0]],
  "mulliken_charge": [2.75, -0.63, -0.67, -0.28, -0.63, -0.82, -0.46, -0.56, -0.63, -0.59, -0.71, -0.44, -0.80, -0.91, -0.35, -0.35, 0.49, 0.39, 0.39, 0.34, 0.41, 0.43, 0.47, 0.34, 0.64, 0.20, 0.31, 0.49, 0.24, 0.52, 0.50, 0.32, 0.38, 0.52, 0.49, 0.36, -0.84, -0.29, -0.09, 0.34, -0.40, 0.01, 0.11, -0.09, 0.01, 0.29, 0.21, 0.55]
}

***

[6]
{
  "formula": "C6H9NO",
  "method": "ωB97M-V/def2-TZVPD",
  "de_lowest_ev": 4.452,
  "total_energy_ev": -9901.1525,
  "smiles": "C=C[C@]1(C)NCC1=O",
  "homo_ev": -9.38,
  "gap_ev": 9.988,
  "elements": ["C", "C", "C", "C", "N", "C", "C", "O", "H", "H", "H", "H", "H", "H", "H", "H", "H"],
  "xyz": [[-2.13271, -1.01564, -0.37982], [-1.23260, -0.00580, -0.52892], [0.09494, 0.45260, 0.24041], [-0.36527, 1.41941, 1.10782], [1.43519, 0.76833, -0.44746], [2.02032, -0.57346, -0.44803], [0.89681, -0.88003, 0.52974], [0.62906, -2.00211, 1.04475], [-1.94485, -1.80676, 0.35058], [-2.81378, -1.47282, -1.13024], [-1.45163, 0.69538, -1.35924], [-0.77288, 2.31964, 0.62283], [0.43014, 1.60814, 1.89252], [-1.36273, 1.03487, 1.71979], [1.61601, 1.26318, -1.38929], [3.05615, -0.73057, -0.23999], [1.89781, -1.07437, -1.58545]],
  "forces_ev_per_angstrom": [[2.3, -0.9, 0.0], [-0.5, -0.2, -2.0], [1.2, -5.1, -3.9], [-2.7, 2.4, 6.4], [0.5, 2.1, -2.4], [-2.2, -0.3, -3.0], [-1.2, -5.9, 1.6], [0.6, 4.7, -1.3], [0.2, 0.5, 0.3], [0.0, 1.7, 0.3], [0.3, -0.3, 0.3], [0.7, -0.1, 0.0], [-1.0, 0.6, -0.8], [2.6, 0.7, -1.4], [-1.3, -0.7, 2.1], [0.6, 0.3, 0.8], [-0.1, 0.6, 3.0]],
  "mulliken_charge": [-0.64, -0.61, 1.25, -1.38, -0.48, -0.40, 0.35, -0.59, 0.25, 0.26, 0.26, 0.35, 0.33, 0.29, 0.26, 0.30, 0.20]
}